[1]
Entry from OMol25: a cluster of 10 separate species, C55H91NO23SSi in total at a distorted geometry (the ωB97M-V functional and the def2-TZVPD basis).

Positions of all 172 atoms, in Å:
C  -1.987  1.130  2.073
C  -3.580  1.165  1.865
C  -4.091  1.835  0.488
C  -3.032  2.798  -0.255
C  -2.377  1.981  -1.491
C  -0.792  1.705  -1.369
C  0.033  2.949  -2.023
C  1.331  3.395  -1.164
C  1.036  3.734  0.381
C  2.485  3.640  1.151
C  2.336  3.437  2.759
C  1.726  2.004  3.186
Si  2.973  0.545  3.101
C  2.255  -0.833  4.267
C  3.373  -1.879  4.787
C  3.569  -3.176  3.817
C  2.292  -4.157  3.776
O  1.488  -4.057  2.562
C  0.162  -3.620  2.822
O  -0.804  -3.674  2.008
N  4.602  0.942  3.736
C  5.262  1.737  2.953
O  5.736  2.644  2.226
S  2.938  -0.234  1.075
C  4.582  -0.133  0.183
O  1.956  0.600  0.275
O  2.457  -1.691  0.987
H  -1.511  2.192  2.107
H  -1.422  0.432  1.359
H  -1.806  0.700  3.141
H  -4.159  1.630  2.757
H  -3.930  0.055  1.836
H  -4.513  1.045  -0.246
H  -4.999  2.508  0.770
H  -2.277  3.316  0.432
H  -3.657  3.653  -0.738
H  -2.948  0.997  -1.732
H  -2.514  2.637  -2.444
H  -0.567  0.796  -2.061
H  -0.429  1.404  -0.327
H  0.433  2.617  -3.062
H  -0.650  3.867  -2.235
H  1.704  4.386  -1.650
H  2.201  2.640  -1.296
H  0.538  4.775  0.529
H  0.353  2.983  0.912
H  3.170  2.863  0.650
H  2.997  4.668  0.978
H  3.325  3.712  3.268
H  1.566  4.238  3.106
H  0.789  1.696  2.588
H  1.375  2.079  4.293
H  1.320  -1.320  3.814
H  1.893  -0.260  5.211
H  4.384  -1.347  4.996
H  3.058  -2.318  5.819
H  4.432  -3.786  4.295
H  3.947  -2.835  2.791
H  1.658  -4.051  4.737
H  2.715  -5.239  3.787
H  -0.055  -3.118  3.844
H  4.588  -0.849  -0.732
H  5.463  -0.395  0.872
H  4.752  0.922  -0.255
O  -5.988  1.056  -1.783
C  -5.830  0.974  -2.976
C  -6.659  1.664  -4.025
C  -6.279  0.905  -5.279
C  -4.867  0.465  -4.977
O  -4.830  0.263  -3.560
H  -6.364  2.715  -4.078
H  -7.723  1.573  -3.807
H  -6.359  1.498  -6.192
H  -6.926  0.029  -5.388
H  -4.128  1.228  -5.240
H  -4.611  -0.465  -5.487
O  -0.909  4.871  3.190
C  -2.069  4.923  3.519
C  -2.581  4.968  4.931
C  -4.044  4.627  4.749
C  -4.329  5.148  3.361
O  -3.103  4.991  2.639
H  -2.444  5.976  5.327
H  -2.073  4.233  5.557
H  -4.694  5.057  5.513
H  -4.172  3.539  4.770
H  -4.599  6.209  3.363
H  -5.122  4.582  2.867
O  -1.830  7.838  4.708
C  -1.251  8.519  3.896
C  -1.145  8.230  2.425
C  -0.022  9.150  2.000
C  -0.144  10.289  2.984
O  -0.631  9.694  4.191
H  -2.090  8.490  1.941
H  -0.896  7.183  2.247
H  -0.088  9.471  0.959
H  0.939  8.644  2.136
H  -0.862  11.048  2.655
H  0.817  10.771  3.173
O  5.402  -5.097  -3.516
C  4.706  -4.867  -2.558
C  4.482  -5.792  -1.393
C  3.266  -5.181  -0.732
C  3.403  -3.719  -1.080
O  4.040  -3.696  -2.364
H  5.358  -5.762  -0.741
H  4.287  -6.810  -1.732
H  3.212  -5.364  0.343
H  2.357  -5.588  -1.188
H  4.034  -3.180  -0.368
H  2.434  -3.221  -1.141
O  -4.520  -2.082  -7.074
C  -4.087  -2.897  -6.293
C  -3.088  -3.975  -6.609
C  -3.226  -4.894  -5.416
C  -3.647  -3.947  -4.319
O  -4.417  -2.933  -4.974
H  -2.091  -3.531  -6.668
H  -3.339  -4.484  -7.540
H  -2.315  -5.446  -5.182
H  -4.022  -5.622  -5.604
H  -2.792  -3.472  -3.828
H  -4.258  -4.443  -3.564
O  -0.780  -4.628  6.375
C  -1.874  -4.154  6.175
C  -3.012  -4.845  5.478
C  -3.942  -3.693  5.168
C  -3.644  -2.723  6.285
O  -2.259  -2.917  6.594
H  -3.468  -5.563  6.165
H  -2.673  -5.343  4.569
H  -4.994  -3.980  5.116
H  -3.666  -3.248  4.206
H  -4.234  -2.929  7.183
H  -3.811  -1.687  5.982
O  -1.179  -6.221  -8.098
C  -0.588  -5.552  -8.909
C  -0.443  -5.873  -10.371
C  0.681  -4.949  -10.789
C  0.522  -3.790  -9.834
O  0.012  -4.364  -8.626
H  -1.378  -5.634  -10.883
H  -0.178  -6.920  -10.520
H  0.637  -4.651  -11.838
H  1.643  -5.441  -10.618
H  -0.195  -3.047  -10.197
H  1.473  -3.294  -9.632
O  -4.052  -6.470  -2.226
C  -2.886  -6.514  -1.921
C  -1.729  -6.548  -2.881
C  -0.590  -6.991  -1.989
C  -1.003  -6.451  -0.640
O  -2.434  -6.498  -0.638
H  -1.567  -5.545  -3.280
H  -1.908  -7.260  -3.687
H  0.388  -6.631  -2.316
H  -0.553  -8.084  -1.956
H  -0.687  -5.414  -0.492
H  -0.614  -7.058  0.180
O  10.830  7.014  1.897
C  9.996  6.172  2.114
C  10.164  4.985  3.022
C  9.006  4.102  2.609
C  7.981  5.107  2.140
O  8.738  6.191  1.592
H  10.075  5.315  4.060
H  11.123  4.494  2.855
H  8.641  3.455  3.409
H  9.311  3.465  1.772
H  7.368  5.490  2.962
H  7.325  4.692  1.373

Output
* lowest unoccupied orbital energy: -0.16 eV
* SMILES string: CCCCCCCCCCCC[Si@](CCCCOC=O)(N=C=O)S(C)(=O)=O.O=C1CCCO1.O=C1CCCO1.O=C1CCCO1.O=C1CCCO1.O=C1CCCO1.O=C1CCCO1.O=C1CCCO1.O=C1CCCO1.O=C1CCCO1

[2]
Entry from OMol25: a structure of composition C56H104O18 at a distorted geometry (the ωB97M-V functional and the def2-TZVPD basis).

Positions of all 178 atoms, in Å:
C  0.390  -0.919  -0.565
C  0.915  -0.260  0.729
C  0.624  1.205  0.558
O  0.288  1.415  -0.819
C  -0.388  0.232  -1.276
H  -0.168  -1.849  -0.451
H  1.287  -1.073  -1.166
H  1.982  -0.421  0.884
H  0.391  -0.589  1.627
H  1.425  1.850  0.919
H  -0.188  1.528  1.210
H  -0.399  0.072  -2.355
H  -1.469  0.272  -1.144
C  -0.969  -0.987  -4.414
C  -2.394  -1.474  -4.618
C  -1.987  -2.962  -4.884
O  -0.887  -3.288  -4.140
C  -0.176  -2.096  -3.730
H  -0.973  0.000  -3.953
H  -0.600  -0.964  -5.440
H  -2.858  -0.985  -5.475
H  -3.022  -1.225  -3.763
H  -1.570  -3.075  -5.885
H  -2.836  -3.644  -4.908
H  0.852  -2.034  -4.088
H  -0.235  -1.873  -2.665
C  0.412  3.133  -3.593
C  -0.505  4.217  -3.765
C  -1.846  3.492  -3.880
O  -1.641  2.368  -3.004
C  -0.307  1.980  -2.921
H  1.327  3.444  -3.088
H  0.798  2.930  -4.592
H  -0.299  4.814  -4.653
H  -0.521  4.870  -2.892
H  -2.001  3.056  -4.867
H  -2.735  4.057  -3.599
H  -0.047  1.011  -3.348
H  -0.075  2.116  -1.865
C  1.696  3.139  1.804
C  2.702  2.053  2.370
C  2.911  2.424  3.749
O  1.830  3.325  4.070
C  1.435  4.129  2.959
H  0.697  2.723  1.675
H  2.020  3.711  0.934
H  3.538  1.963  1.677
H  2.293  1.049  2.487
H  3.882  2.918  3.805
H  3.065  1.611  4.458
H  2.066  5.015  2.903
H  0.396  4.298  3.242
C  -3.727  1.728  -2.988
C  -4.902  1.130  -2.232
C  -4.145  0.102  -1.338
O  -3.008  -0.262  -2.080
C  -2.503  0.811  -2.785
H  -3.503  2.787  -2.863
H  -3.929  1.618  -4.053
H  -5.498  0.650  -3.008
H  -5.579  1.828  -1.741
H  -4.756  -0.732  -0.991
H  -3.913  0.613  -0.404
H  -1.967  0.612  -3.713
H  -1.729  1.245  -2.152
C  4.310  -0.499  1.440
C  3.382  -0.020  0.276
C  4.297  0.011  -0.858
O  5.216  -1.089  -0.677
C  5.445  -1.290  0.705
H  3.762  -1.168  2.104
H  4.754  0.147  2.197
H  2.871  0.932  0.417
H  2.675  -0.807  0.015
H  5.091  0.757  -0.887
H  3.892  0.093  -1.867
H  6.393  -0.763  0.810
H  5.486  -2.344  0.979
C  3.441  -4.287  -1.871
C  3.808  -2.993  -1.137
C  2.603  -2.844  -0.296
O  2.309  -4.155  0.103
C  2.928  -5.211  -0.724
H  4.298  -4.777  -2.333
H  2.673  -4.159  -2.634
H  3.810  -2.154  -1.833
H  4.809  -2.942  -0.707
H  1.680  -2.573  -0.808
H  2.714  -2.296  0.640
H  2.178  -5.942  -1.028
H  3.707  -5.631  -0.086
C  -1.007  3.486  0.030
C  -2.124  4.464  -0.136
C  -1.943  5.540  0.837
O  -1.371  4.816  1.893
C  -1.083  3.529  1.559
H  -0.108  3.905  -0.419
H  -1.109  2.493  -0.407
H  -3.073  3.928  -0.115
H  -2.165  4.748  -1.188
H  -2.940  5.940  1.024
H  -1.229  6.220  0.373
H  -1.776  2.791  1.964
H  -0.225  3.254  2.173
C  1.835  -0.433  4.737
C  0.694  -0.927  5.600
C  -0.396  -1.439  4.605
O  0.367  -1.644  3.433
C  1.284  -0.568  3.306
H  2.743  -1.022  4.871
H  2.126  0.585  4.995
H  0.351  -0.065  6.172
H  1.143  -1.711  6.209
H  -1.161  -0.663  4.587
H  -0.759  -2.412  4.934
H  0.758  0.303  2.914
H  1.899  -0.876  2.461
C  -2.517  -1.569  2.616
C  -1.561  -0.781  1.702
C  -2.446  0.420  1.354
O  -3.807  -0.041  1.390
C  -3.844  -1.372  1.915
H  -2.462  -1.314  3.675
H  -2.228  -2.620  2.647
H  -1.260  -1.336  0.814
H  -0.666  -0.376  2.176
H  -2.248  0.867  0.380
H  -2.342  1.147  2.159
H  -3.993  -2.157  1.174
H  -4.792  -1.327  2.451
O  -4.250  -5.078  -1.197
C  -3.698  -3.955  -1.332
O  -3.117  -3.618  -2.394
C  -2.468  -2.365  -2.273
C  -2.229  -2.273  -0.757
C  -3.334  -3.079  -0.162
H  -3.119  -1.598  -2.693
H  -1.553  -2.368  -2.864
H  -2.172  -1.241  -0.412
H  -1.278  -2.582  -0.323
H  -4.141  -2.375  0.041
H  -3.265  -3.631  0.775
O  -0.241  1.411  2.632
C  -1.076  1.966  3.353
O  -2.186  1.366  3.878
C  -2.804  1.989  5.029
C  -1.807  3.167  5.236
C  -0.845  3.294  4.030
H  -2.635  1.207  5.769
H  -3.799  2.367  4.791
H  -1.213  3.039  6.140
H  -2.302  4.121  5.419
H  0.211  3.409  4.276
H  -1.172  4.157  3.451
O  -2.234  -5.364  1.121
C  -1.227  -4.728  1.508
O  -0.985  -4.690  2.792
C  0.166  -3.846  3.093
C  0.440  -3.028  1.843
C  -0.132  -3.885  0.743
H  0.998  -4.497  3.361
H  -0.047  -3.287  4.004
H  1.526  -2.944  1.797
H  -0.050  -2.084  2.082
H  0.606  -4.622  0.426
H  -0.604  -3.207  0.031
O  1.094  0.853  -2.782
C  2.279  0.583  -3.111
O  3.043  1.524  -3.355
C  4.144  1.138  -4.160
C  4.194  -0.343  -4.271
C  2.996  -0.761  -3.463
H  5.032  1.509  -3.648
H  4.194  1.561  -5.163
H  5.222  -0.524  -3.958
H  4.149  -0.637  -5.320
H  3.253  -1.311  -2.558
H  2.376  -1.345  -4.144

Output
* lowest unoccupied orbital energy: 0.17 eV